(1)
Density functional theory data (ωB97M-V with the def2-TZVPD basis set) for a molecular structure, C3H7N2 at a distorted geometry.

The geometry in XYZ format:
```
12
Properties=species:S:1:pos:R:3:forces:R:3:mulliken_charge:R:1
C -1.0736 -0.7751 -0.1479 -0.430 -1.735 -0.246 -0.194
C -0.5314 1.2721 0.3270 -3.445 -1.935 -1.275 -0.615
C 0.0835 -0.1742 0.5040 -0.988 0.410 3.280 0.134
N -1.8871 0.1619 -0.3247 1.217 3.185 0.827 -0.360
N 1.2590 -0.4018 -0.3438 -1.980 -1.967 0.181 -0.237
H -1.2619 -1.8467 -0.4145 0.102 0.786 0.261 0.347
H -0.9298 1.9950 1.0977 0.880 -1.356 -0.528 0.284
H -0.2437 1.7769 -0.5962 0.242 0.025 0.259 0.261
H 0.1293 -0.5319 1.6198 0.769 0.690 -2.134 0.373
H 1.0360 0.0990 -1.1584 0.316 1.022 -1.822 0.370
H 1.3122 -1.3816 -0.5927 -0.033 -0.547 -0.199 0.349
H 2.1074 -0.1935 0.0296 3.352 1.423 1.397 0.287
```
Forces are in eV/Å.

M: 71.1 g/mol
charge: +1
HOMO energy: -14.20 eV
HOMO-LUMO gap: 10.00 eV
ΔE to the lowest compared entry with this formula, charge and spin: 309.5 kJ/mol

(2)
Density functional theory data (ωB97M-V with the def2-TZVPD basis set) for a molecular structure, C33H39ClFN8O4PbS at a distorted geometry.

The geometry in XYZ format:
```
88
Properties=species:S:1:pos:R:3:forces:R:3:mulliken_charge:R:1
Pb 1.3192 -0.0555 -1.8762 0.029 -0.446 -0.099 1.840
F 2.0430 2.0809 4.9669 -0.002 -0.036 0.042 -0.344
C 1.3115 1.0246 4.5623 0.088 0.024 -0.039 0.301
C 1.2737 0.7447 3.2290 -0.021 0.031 -0.068 -0.665
C 0.5547 -0.3563 2.7480 0.070 0.051 -0.002 0.668
C 0.4833 -0.6214 1.3139 -0.039 -0.139 0.214 1.418
O 1.1731 0.0873 0.5196 0.148 0.234 -0.209 -1.071
C -0.3811 -1.6778 0.9400 0.069 0.184 -0.277 -0.211
C -0.9573 -2.4586 1.9157 -0.045 -0.025 0.111 -0.630
N -0.8031 -2.2793 3.2274 0.035 -0.068 -0.103 0.250
C -1.4379 -3.2020 4.1574 -0.107 0.052 0.090 -0.354
C -1.3436 -4.6715 3.8979 0.015 -0.077 -0.071 -0.933
C -0.5713 -4.0640 5.0274 0.097 -0.022 0.086 -0.372
C -0.0914 -1.1771 3.6823 0.087 0.012 -0.021 -0.140
C -0.0396 -0.8694 5.0455 -0.074 -0.095 0.104 -0.888
C 0.6430 0.2363 5.5208 -0.032 0.013 -0.033 -0.852
N 0.6209 0.5353 6.8953 -0.026 -0.001 0.071 0.281
C 1.0451 -0.4927 7.8377 0.060 0.213 -0.073 -0.553
C 0.3715 -0.3024 9.1874 0.040 -0.339 -0.203 -0.721
N 0.6760 1.0765 9.6949 -0.160 -0.024 -0.033 -0.116
C 0.1946 2.0972 8.7052 0.014 0.234 -0.312 -1.003
C 0.9046 1.8805 7.3778 -0.068 -0.182 0.044 -0.618
C -0.7905 -2.0362 -0.4637 0.061 -0.123 0.292 0.265
O -1.6078 -2.9019 -0.6309 -0.065 -0.012 -0.136 -0.621
O -0.2739 -1.3804 -1.4877 0.294 0.374 -0.526 -0.461
H 1.8150 1.3728 2.5360 -0.008 0.017 0.015 0.491
H -1.5845 -3.2849 1.6094 0.001 -0.009 0.008 0.803
H -2.3631 -2.8161 4.5671 0.004 0.013 -0.003 0.435
H -0.7854 -5.0105 3.0356 0.028 0.045 0.010 0.341
H -2.2135 -5.2703 4.1242 -0.019 0.038 0.010 0.275
H 0.5013 -3.9769 4.9109 -0.015 -0.003 -0.083 0.219
H -0.8955 -4.2566 6.0410 -0.057 0.031 -0.022 0.306
H -0.5772 -1.4958 5.7424 -0.028 0.036 -0.007 0.874
H 2.1379 -0.4643 7.9738 0.003 -0.067 -0.017 0.196
H 0.7861 -1.4787 7.4620 0.029 -0.030 0.030 0.418
H 0.7308 -1.0422 9.8998 0.040 0.112 0.105 0.401
H -0.7097 -0.3882 9.0976 -0.019 0.104 0.060 0.361
H 1.6874 1.1752 9.8179 -0.004 0.027 0.083 0.391
H 0.2443 1.2288 10.6085 0.014 -0.009 0.013 0.363
H 0.3878 3.0975 9.0872 0.076 -0.063 0.135 0.449
H -0.8785 1.9605 8.5862 -0.013 -0.058 0.124 0.377
H 1.9813 2.0611 7.5012 -0.002 0.039 -0.040 0.420
H 0.5160 2.6157 6.6792 0.041 0.034 -0.001 0.486
C -3.8350 1.9155 -3.2198 0.049 0.072 0.045 -0.965
C -3.2571 3.1266 -2.4947 -0.065 -0.131 -0.072 -0.410
C -1.8554 2.8940 -2.0368 0.201 0.236 0.219 0.150
N -1.1203 1.8934 -2.3438 -0.146 -0.306 -0.109 -0.030
N 0.1223 1.9426 -1.7665 0.405 -0.292 0.108 -0.145
C 0.3280 2.9997 -1.0061 0.034 0.164 0.064 0.448
N 1.4664 3.2649 -0.3497 -0.163 -0.087 -0.084 -0.268
S -1.0447 4.0345 -0.9598 -0.045 -0.107 -0.156 -0.175
H -4.8511 2.1345 -3.5419 0.007 -0.011 -0.011 0.445
H -3.8577 1.0482 -2.5598 -0.009 -0.020 -0.038 0.300
H -3.2299 1.6674 -4.0906 -0.024 -0.009 0.007 0.007
H -3.8675 3.3743 -1.6233 0.016 0.036 0.004 0.399
H -3.2726 4.0059 -3.1434 0.032 0.025 0.023 0.344
H 2.1991 2.5783 -0.2988 0.047 0.029 0.052 0.005
H 1.5746 4.1212 0.1644 0.040 -0.010 0.013 0.236
C -1.4218 0.4057 -8.0721 -0.104 0.143 -0.106 -1.071
N -1.1425 -0.1084 -6.7372 0.002 -0.116 -0.191 0.086
N 0.1062 -0.0848 -6.1718 0.270 0.014 0.233 0.430
C -0.0182 -0.3832 -4.8414 -0.666 0.180 -0.235 0.668
O 1.0207 -0.4554 -4.0802 0.428 0.170 0.789 -0.817
C -1.3835 -0.5717 -4.5918 0.175 -0.048 0.391 -0.472
C -2.0461 -0.3788 -5.7840 0.032 -0.094 0.005 0.109
C -3.5020 -0.4087 -6.0841 0.006 0.042 -0.031 -1.772
C 1.3058 -0.1983 -6.9449 0.107 -0.065 -0.109 0.096
C 1.3457 -1.0508 -8.0399 -0.028 -0.175 0.077 0.175
C 2.5219 -1.1785 -8.7624 -0.005 0.018 0.001 -0.762
C 3.6508 -0.4651 -8.3871 0.020 -0.037 0.012 -0.491
C 3.6065 0.3667 -7.2779 0.001 0.020 0.014 -0.751
C 2.4337 0.5047 -6.5511 -0.052 0.170 -0.029 -0.424
H -0.5016 0.7364 -8.5410 0.035 -0.027 0.044 0.441
H -2.1025 1.2535 -8.0033 0.034 0.017 0.045 0.383
H -1.8837 -0.3601 -8.6927 0.076 -0.073 0.041 0.364
H -1.7983 -0.8204 -3.6296 -0.068 -0.009 -0.075 0.632
H -4.0540 -0.7167 -5.2001 -0.003 0.003 -0.008 0.360
H -3.7255 -1.1046 -6.8934 0.023 -0.014 0.016 0.439
H -3.8559 0.5775 -6.3925 -0.019 -0.011 0.019 0.431
H 0.4783 -1.6428 -8.3043 -0.004 0.038 -0.021 0.493
H 2.5595 -1.8511 -9.6086 -0.019 0.028 -0.009 0.407
H 4.5675 -0.5655 -8.9522 -0.014 0.003 -0.002 0.422
H 4.4881 0.9214 -6.9849 -0.017 0.004 0.002 0.393
H 2.3845 1.1618 -5.6939 -0.003 0.026 -0.027 0.504
Cl 4.4474 1.5021 -1.7218 0.312 0.429 0.023 -0.021
C 3.9081 -0.0828 -1.7037 -1.612 -0.329 -0.219 -0.481
H 3.9375 -0.5915 -0.7478 0.076 0.006 -0.022 0.400
H 4.0769 -0.6558 -2.6081 0.101 0.003 0.040 0.412
```
Forces are in eV/Å.

M: 905.4 g/mol
charge: +3
HOMO energy: -14.53 eV
HOMO-LUMO gap: 5.43 eV
ΔE to the lowest compared entry with this formula, charge and spin: 296.5 kJ/mol